P:
{"formula": "CH2O2S2", "method": "wB97M-V/def2-TZVPD", "species": ["C", "O", "O", "S", "S", "H", "H"], "positions_angstrom": [[-0.2094, -0.5272, 0.3322], [-1.8038, 1.0589, -1.0257], [2.3755, 0.3006, 0.0128], [-0.4961, 0.3480, -1.2008], [1.0405, 0.7951, 0.4034], [-1.1082, -0.4598, 1.0418], [0.2016, -1.5157, 0.4363]], "mulliken_charge": [-0.386, -0.530, -0.508, 0.386, 0.377, 0.300, 0.360], "spin_multiplicity": 1, "lumo_energy_ev": -0.57, "charge": 0}



Q:
{"formula": "CH2O2S2", "method": "wB97M-V/def2-TZVPD", "species": ["C", "O", "O", "S", "S", "H", "H"], "positions_angstrom": [[-0.1815, 0.2942, 0.8782], [-1.0498, 1.1018, 1.0266], [-5.4795, -1.1095, -0.5427], [0.5611, -0.0921, -0.5808], [-4.2416, -0.5065, -0.0160], [0.2918, -0.3584, 1.6019], [-0.1887, 0.8827, -1.2830]], "mulliken_charge": [0.162, -0.449, -0.316, -0.194, 0.314, 0.304, 0.179], "spin_multiplicity": 1, "lumo_energy_ev": [-1.41, -1.42], "charge": 0}



Computed energies relative to the best structure, in kcal/mol: P 0.0; Q 3.1



P:
{"formula": "C3H8S2", "method": "wB97M-V/def2-TZVPD", "species": ["C", "C", "C", "S", "S", "H", "H", "H", "H", "H", "H", "H", "H"], "positions_angstrom": [[-0.6564, 0.4383, 0.5158], [-0.8362, -0.4322, 1.7722], [0.3654, -0.1780, -0.4456], [1.3199, 1.1156, -1.2983], [1.1269, 0.6788, -3.2808], [-0.2556, 1.3997, 0.8548], [-1.6297, 0.6607, 0.0852], [0.1073, -0.5436, 2.3140], [-1.5346, 0.0224, 2.4716], [-1.1360, -1.4434, 1.4907], [-0.0839, -0.7944, -1.2224], [1.0401, -0.8002, 0.1401], [2.1730, -0.1236, -3.3973]], "mulliken_charge": [-0.307, -1.256, -0.567, -0.098, -0.216, 0.277, 0.287, 0.345, 0.361, 0.317, 0.377, 0.328, 0.153], "spin_multiplicity": 1, "lumo_energy_ev": 0.65, "charge": 0}



Q:
{"formula": "C3H8S2", "method": "wB97M-V/def2-TZVPD", "species": ["C", "C", "H", "H", "H", "H", "C", "S", "S", "H", "H", "H", "H"], "positions_angstrom": [[-3.1363, 0.0886, 0.4574], [-2.1079, 0.8749, 0.1967], [-3.5994, -0.5235, -0.3141], [-3.4744, -0.0572, 1.4797], [-1.8151, 1.1242, -0.8182], [-1.5980, 1.3990, 0.9942], [3.1249, -0.1901, -0.2534], [1.8367, -0.1635, -1.4927], [0.3775, -1.4479, -0.7249], [3.4685, 0.8339, -0.1715], [2.7596, -0.4045, 0.7498], [3.9531, -0.8606, -0.4569], [0.2111, -0.6733, 0.3539]], "mulliken_charge": [-0.337, -0.669, 0.233, 0.223, 0.271, 0.285, -0.757, -0.050, -0.177, 0.283, 0.273, 0.286, 0.137], "spin_multiplicity": 1, "lumo_energy_ev": 0.61, "charge": 0}



R:
{"formula": "C3H8S2", "method": "wB97M-V/def2-TZVPD", "species": ["C", "C", "C", "H", "H", "H", "H", "H", "H", "H", "H", "S", "S"], "positions_angstrom": [[1.2563, 0.3840, 0.0257], [-0.0093, -0.4236, -0.2978], [-1.2934, 0.4733, -0.1726], [3.0372, -1.2704, 0.8460], [1.4624, 1.1442, -0.8786], [0.9592, 1.1284, 0.8101], [0.0502, -0.7820, -1.3676], [0.0116, -1.2627, 0.4180], [-1.5277, 1.2001, -0.9383], [-1.1501, 0.9709, 0.7379], [-2.8385, -0.5409, 1.2105], [2.8173, -0.4707, -0.2036], [-2.7753, -0.5507, -0.1897]], "mulliken_charge": [-0.678, -0.193, -0.833, 0.106, 0.197, 0.370, 0.286, 0.331, 0.333, 0.393, 0.128, -0.217, -0.222], "spin_multiplicity": 1, "lumo_energy_ev": 0.80, "charge": 0}



Computed energies relative to the best structure, in kcal/mol: P 0.0; Q 27.8; R 25.3



P:
{"formula": "C2H5OPS", "method": "wB97M-V/def2-TZVPD", "species": ["C", "C", "O", "P", "S", "H", "H", "H", "H", "H"], "positions_angstrom": [[-1.5296, 0.6745, 0.3526], [2.2956, -0.8486, 0.6919], [3.4445, -1.1376, 0.1161], [-0.6429, 0.3060, -1.0038], [2.0182, 0.1815, 1.9188], [-1.6594, -0.0390, 1.2216], [-1.9497, 1.7162, 0.6432], [1.5553, -1.3862, 0.2801], [4.0995, -0.5943, 0.3571], [-0.5536, 1.5758, -1.5757]], "mulliken_charge": [-0.359, -0.150, -0.361, -0.071, -0.245, 0.238, 0.213, 0.421, 0.305, 0.007], "spin_multiplicity": 1, "lumo_energy_ev": 0.01, "charge": 0}



Q:
{"formula": "C2H5OPS", "method": "wB97M-V/def2-TZVPD", "species": ["C", "C", "O", "P", "S", "H", "H", "H", "H", "H"], "positions_angstrom": [[-0.0474, 0.1695, 1.9424], [0.5839, -0.6681, -0.7254], [0.0436, -0.4543, 2.9486], [-1.3776, -0.0294, 0.7002], [-1.1785, 1.9092, -0.0154], [0.6613, 0.8747, 1.5857], [1.0017, 0.1432, -1.2692], [0.1164, -1.3341, -1.3334], [1.1389, -0.9508, 0.1277], [-2.2510, 1.9057, -0.6364]], "mulliken_charge": [-0.094, -1.066, -0.409, 0.154, -0.222, 0.439, 0.302, 0.381, 0.387, 0.127], "spin_multiplicity": 1, "lumo_energy_ev": -0.45, "charge": 0}



Computed energies relative to the best structure, in kcal/mol: P 0.0; Q 4.1



P:
{"formula": "C2H5OPS", "method": "wB97M-V/def2-TZVPD", "species": ["C", "C", "O", "P", "S", "H", "H", "H", "H", "H"], "positions_angstrom": [[-2.1119, 0.6003, -0.5179], [-2.0172, -0.3938, 0.2538], [-2.2109, 1.3500, -1.4169], [2.7660, 0.2755, 0.1561], [1.1805, -0.6355, -0.9228], [-2.9398, -0.6860, 0.6934], [1.7384, -1.8620, -0.7313], [-1.1725, -0.7065, 0.8330], [2.1971, 0.3248, 1.4866], [2.5702, 1.7332, 0.1660]], "mulliken_charge": [0.772, -0.908, -0.386, -0.075, -0.259, 0.256, 0.169, 0.280, 0.067, 0.084], "spin_multiplicity": 1, "lumo_energy_ev": 0.63, "charge": 0}



Q:
{"formula": "C2H5OPS", "method": "wB97M-V/def2-TZVPD", "species": ["C", "C", "O", "P", "S", "H", "H", "H", "H", "H"], "positions_angstrom": [[1.0504, -0.1565, 0.4280], [-1.6206, 0.1182, -0.1908], [3.5252, 0.7549, 0.1677], [-0.3776, -1.1915, 0.0732], [2.4899, -0.1381, -0.3373], [0.7216, 0.7070, 1.5164], [-1.2610, 0.9954, -0.7502], [-1.8797, 0.6181, 0.8924], [-2.6087, -0.2321, -0.3936], [-0.0394, -1.4754, -1.4058]], "mulliken_charge": [-0.154, -0.890, -0.499, 0.037, 0.327, 0.220, 0.327, 0.243, 0.356, 0.033], "spin_multiplicity": 1, "lumo_energy_ev": -0.24, "charge": 0}



Computed energies relative to the best structure, in kcal/mol: P 0.0; Q 30.4